# 1
DFT (ωB97M-V/def2-TZVPD) results for C41H49BrCuIN2O3PS2Te as an isolated structure.

Its LUMO energy (spin up / spin down) is 3.72 / 3.72 eV. Its expectation value of S² is 0.755. As for the energy above the lowest of the compared OMol25 structures with the same formula, charge and spin: 3.0 kcal per mole. The value obtained for the HOMO-LUMO gap (spin up / spin down) is 4.218 / 4.215 eV.

The geometry in ORCA input format:
```
! wB97M-V def2-TZVPD RIJCOSX def2/J DEFGRID3
* xyz -2 2
I -1.39127 0.11115 -5.47153
Te -1.27288 0.31160 2.48567
Br -2.10397 0.71422 -8.99833
Cu -0.08546 0.65139 -1.13748
S 2.35477 0.72149 1.10819
S 1.08672 -0.17083 -2.86564
P 2.59416 -1.06838 -1.83239
O 2.03156 -2.55890 -1.34857
O 3.53221 -1.56190 -3.15702
O -0.49996 2.99382 0.75814
N 0.80522 1.12542 0.65257
N -2.03431 1.23037 -1.94619
C -5.40179 -0.51308 7.44030
C 1.18033 4.72237 -0.47425
C -4.48887 -0.39866 6.24507
C -3.86777 0.97707 -3.55682
C 2.83196 5.08110 -2.18310
C -2.71137 -0.14153 4.05869
C -0.35934 0.15966 -8.46613
C 1.87485 -0.38405 -9.14837
C 0.59188 0.03001 -9.47139
C 0.36899 -0.54276 3.53301
C -1.86104 2.56516 -2.53357
C 1.24296 -0.50867 -6.82979
C 0.18158 1.32672 5.26762
C -2.85625 3.12099 -3.25918
C 4.81898 -2.06900 -2.86267
C -3.63692 0.87800 4.36280
C -0.06434 -0.11234 -7.13395
C 0.70436 -2.31787 1.70973
C -3.61313 -1.41855 5.90847
C 2.70091 -1.46338 4.80049
C 1.07926 -1.63036 2.99767
C 0.84477 0.09913 4.68931
C 3.16701 3.73738 -2.12021
C 1.11251 -3.34309 -2.09952
C 1.99835 -0.37927 5.30745
C 2.50644 2.88321 -1.24509
C -1.85623 -2.50112 4.50771
C 0.40015 -4.28107 -1.14656
C -2.86335 1.35544 -0.70911
C 0.54369 2.47689 0.39007
C 2.22356 -2.07686 3.65335
C -2.73611 -1.31535 4.82498
C 3.97734 -1.93844 5.45046
C -3.99146 2.35888 -3.68713
C -4.50148 0.73633 5.44255
C 2.19929 -0.65119 -7.82419
C 1.84279 5.57830 -1.34289
C -2.78450 0.40632 -2.90980
C 5.03368 -3.37456 -3.60516
C -3.71096 2.14050 3.53182
C 1.48876 3.36236 -0.42446
H -4.56009 0.31616 -4.07547
H -3.85865 1.74475 -0.95704
H -6.43276 -0.26440 7.17773
H 0.35999 2.18388 4.61364
H 1.12382 -4.85681 -0.56399
H -2.69636 -0.66265 -2.75072
H -0.95906 3.09735 -2.25374
H -0.85093 -2.37227 4.91378
H 1.49704 -0.68644 -5.78774
H -2.96744 0.36618 -0.25533
H -5.19849 1.53925 5.67081
H 2.36823 0.12768 6.19428
H -5.09290 0.17042 8.23623
H -4.47834 2.81503 3.91300
H -3.60333 -2.32949 6.50169
H -0.34101 -2.16327 1.45653
H 0.38614 5.08263 0.16606
H 2.61865 -0.49705 -9.92872
H 3.93456 3.33575 -2.77108
H -1.75280 -2.61933 3.42751
H 4.17325 -1.39110 6.37408
H 1.30155 -1.90444 0.88867
H -3.94251 1.91108 2.48796
H 4.93986 -2.22801 -1.78470
H 1.65206 -3.90590 -2.86881
H 2.77333 -2.91361 3.22923
H 3.20431 -0.96468 -7.56232
H 4.91693 -3.21414 -4.67906
H -0.89717 1.20034 5.35263
H 0.58757 1.55015 6.25602
H 0.32609 0.25469 -10.49668
H 3.32231 5.73187 -2.89843
H 6.03546 -3.77031 -3.41120
H -2.37433 2.03446 -0.01182
H -5.38569 -1.52656 7.84438
H 2.77158 1.83836 -1.22723
H -0.21731 -3.70802 -0.45074
H 4.29136 -4.10936 -3.28733
H -4.79339 2.81385 -4.25375
H -2.28174 -3.41513 4.92731
H 0.39901 -2.69128 -2.60427
H -2.74133 4.14951 -3.59271
H 1.56929 6.62644 -1.37869
H -2.74952 2.65939 3.52231
H 4.82664 -1.78636 4.77931
H 3.93087 -3.00440 5.68615
H -0.24026 -4.97222 -1.70185
H 0.90628 -3.38991 1.77091
H 5.57297 -1.33617 -3.17242
*
```

natural (NBO) atomic charge list, values in e, 8 entries: 0.25 0.65 0.02 0.84 0.06 -0.85 1.18 -0.85

# 2
DFT (ωB97M-V/def2-TZVPD) results for C25H57BI2NO10 as an isolated structure.

Its LUMO energy is 2.26 eV. The value obtained for the HOMO-LUMO gap is 6.449 eV.

The geometry in ORCA input format:
```
! wB97M-V def2-TZVPD RIJCOSX def2/J DEFGRID3
* xyz -1 1
I 1.53944 2.73087 -5.17234
I 2.77137 -0.43699 -3.86632
O 7.67969 -3.86247 -2.51333
O 7.10918 -6.70267 -3.49974
O -7.73259 -0.84762 3.84632
O -6.24373 -0.58696 1.18685
O -8.57897 -2.53937 1.01530
O 2.81049 5.56492 4.34277
O -0.12186 5.50910 3.48901
O -1.03018 -0.85881 -1.67513
O 4.69799 -4.12932 -2.98720
O 2.53498 4.61105 1.47176
N 1.99026 1.16786 -0.14126
C -6.23401 -1.98568 1.39882
C -9.49967 -2.32080 -0.02798
C -1.07392 4.84774 4.28800
C -7.24447 -2.76904 0.59159
C -7.31015 0.19462 1.68608
C 3.85458 -3.71649 -1.92139
C 7.37067 -5.01712 -1.75883
C 3.25480 3.95987 2.50276
C -7.00925 -1.12827 5.02189
C 0.20553 2.95923 -2.47133
C 1.53686 0.85029 -2.69719
C 5.53571 -3.11157 -3.50347
C -1.85240 -0.34848 -2.68502
C 7.87827 -7.24226 -4.54584
C -3.32249 -0.23255 -2.29994
C 3.33224 5.23226 0.48918
C 0.55996 6.57275 4.12228
C 1.10513 2.00094 -3.21586
C -0.36010 0.13181 -0.85596
C -7.35268 0.34928 3.19030
C 7.84724 -6.32543 -2.35208
C 2.03112 6.59651 3.76845
C 2.66291 4.23508 3.86561
C -3.59518 0.48113 -0.98339
C 6.95392 -3.59791 -3.70505
B 1.23542 0.28042 -1.17486
H 1.90800 2.15821 -0.32216
H 6.30992 -5.06425 -1.50593
H 0.11766 7.52137 3.78663
H 3.57316 -4.60903 -1.36037
H -6.37259 0.68987 3.54080
H 2.43959 7.51563 4.19832
H -0.45291 -0.21805 0.17981
H -2.01598 5.40665 4.33234
H -3.16293 -0.07908 -0.15548
H 3.68364 4.50708 -0.25200
H -1.46512 0.60377 -3.06200
H -9.83199 -3.26621 -0.47207
H -7.12856 -2.19008 5.23629
H -3.12203 1.46447 -0.96477
H -7.39123 -0.55323 5.87340
H -4.65946 0.62445 -0.80822
H 4.37595 -3.03494 -1.24328
H -8.27588 -0.13870 1.29891
H -1.26546 3.87655 3.83326
H -3.79126 -1.21907 -2.29552
H -3.82088 0.32476 -3.10239
H 0.45275 6.51380 5.21163
H -8.09014 1.12785 3.42902
H 2.71422 5.97679 -0.01320
H 3.22115 3.62518 4.58059
H 3.20665 2.87843 2.32314
H 0.32478 2.86612 -1.39931
H -5.24716 -2.30320 1.05262
H 2.16817 6.65354 2.68674
H 6.98421 -4.44911 -4.38902
H -0.92422 1.07011 -0.89784
H 8.91440 -6.24286 -2.58857
H 1.62267 3.90795 3.90857
H 7.72650 -7.10562 -1.58761
H -0.70236 4.68752 5.30613
H -6.29683 -2.23633 2.45987
H -7.12557 1.19216 1.27859
H -1.78967 -1.05353 -3.51993
H 2.95342 -3.22623 -2.29299
H 4.19420 5.74180 0.93447
H -7.12581 -2.52142 -0.46835
H 7.50156 -2.78143 -4.18307
H 7.92374 -4.88674 -0.82417
H -5.94189 -0.91918 4.89744
H 1.70245 -0.85400 -1.10518
H 8.81038 -6.68502 -4.68972
H 5.14614 -2.79716 -4.48067
H -7.01934 -3.83582 0.71821
H 0.44540 3.98606 -2.74896
H 7.28912 -7.16763 -5.45962
H 8.11528 -8.29811 -4.36646
H -9.07607 -1.68543 -0.81227
H -10.36413 -1.81033 0.39683
H 1.68415 0.97726 0.80314
H 4.30892 4.25837 2.49248
H -0.83245 2.79622 -2.76373
H 5.53762 -2.23601 -2.84785
*
```

Mulliken atomic charge list, values in e, 8 entries: -0.08 0.01 -0.43 -0.29 -0.30 -0.28 -0.32 -0.44

# 3
DFT (ωB97M-V/def2-TZVPD) results for C14H42O11PRb3 as an isolated structure at a distorted geometry.

Its LUMO energy is -1.70 eV. As for the energy above the lowest of the compared OMol25 structures with the same formula, charge and spin: 23.8 kcal per mole. The value obtained for the HOMO-LUMO gap is 6.435 eV.

The geometry in ORCA input format:
```
! wB97M-V def2-TZVPD RIJCOSX def2/J DEFGRID3
* xyz 0 1
Rb 2.25522 0.14920 -1.38972
Rb -3.61476 0.77523 -1.55414
Rb -3.39025 -2.06288 0.77253
P -0.57172 -0.12165 0.06510
O 1.35299 -2.60989 -1.35364
O 0.06815 2.50701 -2.30387
O 0.67079 -0.11052 -3.71501
O -1.93553 0.28842 0.71102
O -0.36450 -1.72798 0.27134
O -0.48143 0.26378 -1.45314
O -3.55971 1.82661 2.29285
O 0.63863 0.58441 0.82967
O 2.39094 -0.74312 2.36513
O 1.94820 2.73566 1.56548
O -0.93847 -2.73524 2.68061
C -0.55458 -4.13048 2.72773
C 2.43977 -2.01876 1.92782
C 3.61090 -2.72291 2.68822
C -0.07006 0.33287 -4.82476
C 0.32945 -4.19868 3.97877
C -5.69175 2.25252 3.15974
C -4.97724 1.56540 1.96134
C 1.30271 -4.00967 -1.27948
C 0.78076 0.45669 -5.99303
C 1.72074 5.18708 1.54526
C 2.66605 -4.48396 -1.91444
C -0.79420 3.58396 -1.98550
C 1.25092 3.84246 0.97104
C -0.68134 4.68669 -3.00144
H 0.11489 5.40559 -2.80826
H 1.32036 5.29811 2.55295
H 1.14472 -4.27009 -0.23290
H 2.73826 -5.56530 -1.79789
H 2.58850 -2.17627 0.85957
H 0.00227 -4.36239 1.81987
H 3.66891 -3.72688 2.26781
H -3.00523 1.35533 1.66670
H -0.54606 3.88572 -0.96793
H 2.80782 5.26338 1.56804
H 0.90704 -5.11276 3.84111
H -0.77852 -0.48349 -4.96532
H 0.72767 -2.34147 -0.67649
H 3.53145 -4.05348 -1.41059
H 4.57186 -2.27161 2.44125
H -1.58670 5.29363 -2.99488
H -0.48602 1.32148 -4.63056
H 0.19709 3.80266 1.24666
H -1.80936 3.18918 -1.94408
H 1.72573 0.98061 -5.84935
H -0.12752 -4.22295 4.96807
H -1.45030 -4.75130 2.74676
H 3.59046 -2.61570 3.77275
H 0.23870 0.71229 -6.90349
H -5.42141 3.29846 3.30470
H -0.56071 4.37518 -4.03899
H -0.20820 1.68899 -1.88427
H -5.13753 2.12031 1.03696
H 1.13074 -3.46643 4.07802
H 1.29772 5.94886 0.89038
H -5.22859 0.51285 1.83068
H 1.60258 -2.62855 2.26749
H -5.50861 1.74942 4.10919
H 1.70383 -0.27274 1.88740
H 0.46306 -4.35704 -1.88148
H 1.46719 3.77832 -0.09536
H 1.20877 -0.53979 -6.10232
H -0.56565 -2.33311 1.89263
H 0.15490 0.12370 -2.94003
H -6.74711 2.28336 2.88887
H 1.48000 1.92965 1.33583
H 2.98230 -4.12797 -2.89493
*
```

Mulliken atomic charge list, values in e, 8 entries: 0.95 1.00 1.12 -1.10 -0.27 -0.32 -0.45 -0.78

# 4
DFT (ωB97M-V/def2-TZVPD) results for a 3-piece molecular cluster, C34H63BrF14I2N9O4P2 overall at a distorted geometry.

Its LUMO energy is -5.35 eV. The value obtained for the HOMO-LUMO gap is 3.874 eV.

The geometry in ORCA input format:
```
! wB97M-V def2-TZVPD RIJCOSX def2/J DEFGRID3
* xyz 1 1
I -2.49165 1.83813 3.19998
I -1.87364 -1.89451 0.24565
Br 1.44074 -5.29590 3.46876
P -4.82494 1.84438 -2.94286
P 1.33268 1.83754 -4.31949
F -0.53878 2.31530 5.87480
F -0.21211 -0.51471 5.80955
F -1.26773 -4.75197 1.97024
F 1.39638 1.85275 6.94803
F -3.00462 -3.26988 4.89182
F 2.04764 -0.71007 5.87056
F -3.28927 -5.43971 2.59658
F 2.73996 3.77236 5.75680
F -1.68729 -5.62959 4.11699
F -3.68879 -3.06099 2.79317
F 0.68188 4.51858 6.27320
F 2.69243 1.21702 4.50658
F 0.82795 1.42933 3.25966
F 1.12487 4.13163 4.08888
O 6.61654 -4.95928 2.40231
O 4.80281 -3.48519 2.08447
O -3.55329 2.21137 -2.15159
O 0.74938 0.57314 -3.65987
N -6.29491 1.34008 -3.81981
N 1.95435 3.32216 -5.08801
N -5.78661 3.02829 -2.13187
N 0.78580 -1.34419 3.89601
N -1.45546 -2.27157 3.31254
N -4.13333 2.38505 -4.41081
N -0.19756 -3.33270 5.00144
N 2.20405 2.26952 -2.89059
N 2.23153 0.89169 -5.42998
C -2.51564 -3.30326 3.56460
C 0.89281 -4.27789 5.07668
C -6.70948 1.56430 -5.19295
C 3.64155 0.65905 -5.61035
C -6.45807 -0.10921 -3.55491
C 5.67548 -2.68970 5.04796
C -0.29225 -2.31334 4.00579
C -5.21494 3.59992 -0.90192
C -2.11239 -4.79785 3.07794
C 0.76446 4.08318 -5.53968
C 5.68758 -3.95792 4.44317
C 0.84134 2.18374 5.67645
C 1.80592 -1.10361 1.46786
C 1.78700 1.58418 -1.65334
C 1.46558 0.36304 -6.54929
C 3.67148 -1.73726 -0.36780
C -2.98222 -0.21269 2.74609
C 3.32109 -0.84816 0.94268
C 1.39935 3.68181 5.37631
C 3.58514 -3.31103 -0.10292
C 1.26018 1.11981 4.55168
C -3.17759 1.47003 -5.02267
C 2.98282 3.51551 -6.09420
C 5.75377 -4.18900 2.86173
C 1.92764 -1.60822 3.01029
C -4.43662 3.48156 -5.29425
C -6.55293 4.08358 -2.77008
C 4.87271 -3.89888 0.68568
C -1.73170 -1.16146 2.32003
C 3.63650 2.48671 -2.80261
C 2.26831 -3.77628 5.78923
C -4.17162 -0.16949 1.66254
C 0.95592 -0.42322 4.98201
C 2.06512 -3.43671 7.34660
H 4.12118 -1.07612 1.72154
H 1.39507 -1.95938 0.82693
H 0.05285 4.19940 -4.71410
H 2.18787 2.07185 -0.75884
H -4.81866 3.11992 -6.26314
H 2.75234 3.01851 -7.04266
H 3.89599 2.95380 -1.84175
H -5.04080 0.38823 2.17711
H -0.65018 -3.09762 5.89266
H -2.42429 1.14452 -4.30099
H 2.02945 -0.37096 -7.13731
H 5.88494 -2.62294 6.16433
H -3.41522 -0.68112 3.70688
H -4.82670 2.82094 -0.24449
H -3.86528 0.48085 0.77215
H 5.83495 -3.55460 0.17753
H -6.87440 2.61775 -5.41175
H 4.00007 1.09337 -6.55805
H 0.54498 -5.10826 5.80318
H -3.55003 4.08122 -5.52616
H 5.60858 -4.87523 5.11893
H 3.96980 3.21844 -5.74394
H 2.82735 -1.01084 3.42056
H 0.55930 -0.14026 -6.20449
H -6.41903 -0.30425 -2.47693
H 3.50381 0.23724 0.61423
H 2.82178 -2.98561 5.19774
H -4.58416 -1.18416 1.37287
H -5.96727 4.13594 -0.31588
H 0.70278 1.60244 -1.53387
H 4.78419 -5.03703 0.65574
H -2.63490 1.92379 -5.86106
H -5.65527 -0.68208 -4.03253
H 2.12865 0.54135 -1.64545
H 1.68658 -4.30538 7.97056
H 1.01730 5.08988 -5.88344
H 1.16486 1.17241 -7.23298
H -5.91040 4.88108 -3.15175
H 4.70262 -1.45979 -0.79869
H 4.19577 1.54832 -2.85031
H 3.02505 -3.00462 7.79984
H 1.30026 -2.57418 7.39644
H -7.68660 1.10158 -5.37187
H 3.50276 -3.88465 -1.09847
H -0.86012 -0.41800 2.24730
H -4.40814 4.30552 -1.13563
H -3.68858 0.57330 -5.40739
H -7.41728 -0.49449 -3.91149
H -6.02014 1.12909 -5.92451
H -5.18756 4.17069 -4.91740
H 2.88356 -1.49149 -1.16486
H 3.09301 4.58210 -6.32006
H 4.27206 1.08177 -4.83267
H 2.94475 -4.71069 5.76549
H 2.67565 -3.63167 0.51642
H 0.25540 3.55626 -6.35452
H 2.32216 -2.67241 2.93749
H 4.01092 3.18579 -3.54557
H 3.87991 -0.40865 -5.66046
H -7.23473 4.55391 -2.04764
H 5.44927 -1.72137 4.48551
H -7.21016 3.72133 -3.55613
H 1.12678 -0.20406 1.33629
*
```

Mulliken atomic charge list, values in e, 8 entries: 0.09 0.20 -0.04 0.57 0.75 -0.23 -0.35 -0.14

Summary of DFT total energy in a.u.
-7844.92452, -2413.97582, -1799.97595, -7376.58378
(order as listed above)